No. 1
The following is a quantum chemistry calculation of the molecule C10H13NO2, from the Open Molecules 2025 dataset.

Element x y z (Å)
C: 1.0157 -1.6214 3.4328
C: 2.3550 -1.4205 2.7349
N: 2.3038 0.0973 2.4121
C: 1.6654 0.6281 1.4085
O: 1.1834 1.7245 1.3331
O: 1.1717 -0.2805 0.4959
C: 0.3223 0.2402 -0.5279
C: -0.9199 -0.3866 -0.5946
C: -1.7772 -0.2755 -1.6065
C: -1.6728 0.7527 -2.6880
C: -2.8190 0.9690 -3.6443
C: -0.5239 1.4316 -2.6291
C: 0.3785 1.2308 -1.5425
H: 1.0960 -2.6826 3.7788
H: 0.6405 -0.9353 4.3036
H: 0.2274 -1.5008 2.5840
H: 3.1541 -1.7320 3.4834
H: 2.3583 -1.8872 1.8621
H: 1.9942 0.7340 3.4022
H: -1.2554 -1.0379 0.1472
H: -2.7411 -0.8515 -1.6300
H: -2.7834 1.9860 -4.1237
H: -2.7461 0.0874 -4.4478
H: -3.8581 0.6731 -3.0181
H: -0.1631 2.2588 -3.3442
H: 1.3934 1.7982 -1.5821

Summary:
maximum force = 7.0 eV/A
DFT total energy = -16162.7147 eV
highest occupied orbital energy = -8.54 eV
energy relative to the best compared isomer or geometry (same formula, charge and spin) = 3.985 eV
E_LUMO = 0.74 eV

Atom charges from the natural (NBO) analysis, given in e for atoms 1 to 8: atom 1 (C): -0.64, atom 2 (C): -0.19, atom 3 (N): -0.62, atom 4 (C): 0.86, atom 5 (O): -0.63, atom 6 (O): -0.53, atom 7 (C): 0.29, atom 8 (C): -0.26

No. 2
The following is a quantum chemistry calculation of a structure of composition C13H21AsCoFSe4, from the Open Molecules 2025 dataset.

Element x y z (Å)
Co: 0.0381 -0.1488 -0.2073
Se: 0.6540 -0.0863 2.1879
Se: 2.8189 0.7267 1.8685
Se: 3.5653 -0.6794 0.1574
Se: 2.1210 -0.0775 -1.5753
F: -5.3487 -0.5674 2.8615
C: -4.3355 -0.8778 2.0050
C: -4.4172 -0.4754 0.6920
C: -3.3721 -0.7931 -0.1716
C: -2.2449 -1.5222 0.2406
C: -1.1144 -1.7816 -0.6722
C: -2.2294 -1.9221 1.5880
C: -3.2551 -1.5975 2.4683
H: -5.2853 0.0799 0.3539
H: -3.4310 -0.4855 -1.2081
H: -1.3877 -1.7431 -1.7260
H: -0.5328 -2.6707 -0.4429
H: -1.3710 -2.4754 1.9532
H: -3.2192 -1.8974 3.5091
C: -3.3020 2.3351 -2.0334
C: -1.9468 2.9962 -1.7943
As: -0.8982 2.1192 -0.3995
C: -1.9276 2.5844 1.1922
C: -2.6357 3.9362 1.2324
C: 0.6774 3.2694 -0.3423
C: 0.4992 4.7764 -0.5215
H: -3.9089 2.9260 -2.7233
H: -3.8673 2.2248 -1.1051
H: -3.1856 1.3393 -2.4636
H: -2.0650 4.0412 -1.5128
H: -1.3351 2.9721 -2.6966
H: -1.2215 2.4596 2.0107
H: -2.6481 1.7744 1.3005
H: -1.9346 4.7697 1.2403
H: -3.2415 4.0101 2.1389
H: -3.3097 4.0794 0.3837
H: 1.3342 2.8543 -1.1041
H: 1.1587 3.0267 0.6048
H: -0.0050 5.0272 -1.4571
H: 1.4794 5.2580 -0.5455
H: -0.0652 5.2322 0.2913

Summary:
maximum force = 0.7 eV/A
DFT total energy = -376393.3498 eV
highest occupied orbital energy (alpha / beta) = -3.61 / -3.92 eV
multiplicity = 4
E_LUMO (alpha / beta) = 2.72 / 2.69 eV
net charge = -1

Atom charges from the natural (NBO) analysis, given in e for atoms 1 to 8: atom 1 (Co): 1.06, atom 2 (Se): -0.64, atom 3 (Se): -0.10, atom 4 (Se): -0.08, atom 5 (Se): -0.64, atom 6 (F): -0.35, atom 7 (C): 0.33, atom 8 (C): -0.28

No. 3
The following is a quantum chemistry calculation of a structure of composition C48H60AsFN2S3W, from the Open Molecules 2025 dataset.

Element x y z (Å)
W: 0.2352 -1.0181 1.2122
C: -2.3649 -0.7940 5.0169
C: -0.9691 -0.1829 4.8539
C: -0.3666 0.0163 6.2504
C: -0.9860 1.1246 4.0755
C: -1.8643 2.1115 4.5027
C: -1.8866 3.3547 3.9005
C: -0.9671 3.6441 2.9117
C: -0.0363 2.7093 2.4561
C: 0.9890 3.2746 1.4681
C: 2.4555 2.9137 1.6934
C: 0.5979 3.0668 0.0078
C: -0.1231 1.4133 3.0003
N: 0.7582 0.3366 2.5427
C: 1.9521 0.2352 3.3028
C: 2.3501 1.0710 4.3439
C: 3.6052 0.9040 4.9120
C: 4.4943 -0.0591 4.4504
C: 4.1352 -0.8852 3.3913
C: 2.8796 -0.6866 2.8913
F: 2.4151 -1.4373 1.7959
H: -2.2925 -1.7760 5.4889
H: -2.8936 -0.9033 4.0679
H: -2.9934 -0.1822 5.6642
H: -0.3400 -0.8989 4.3234
H: -0.9556 0.7386 6.8178
H: 0.6606 0.3731 6.2122
H: -0.3740 -0.9257 6.8011
H: -2.5346 1.9087 5.3284
H: -2.5848 4.1115 4.2325
H: -0.9381 4.6425 2.4922
H: 0.9317 4.3512 1.6438
H: 2.6795 1.8766 1.4510
H: 2.7730 3.1114 2.7157
H: 3.0670 3.5363 1.0379
H: 0.6329 2.0118 -0.2628
H: 1.2928 3.6052 -0.6399
H: -0.4061 3.4424 -0.1888
H: 1.6869 1.8493 4.6942
H: 3.9013 1.5524 5.7252
H: 5.4693 -0.1657 4.9038
H: 4.8012 -1.6319 2.9819
C: -0.9139 -4.2090 -0.8391
C: 0.4947 -3.8719 -1.3198
S: 1.5264 -2.8382 -0.2465
C: 1.9637 -4.0643 1.0315
C: 0.8632 -4.4204 2.0150
S: 0.0822 -2.9479 2.7467
C: -1.6353 -3.4628 2.8977
C: -2.3035 -3.8625 1.5802
S: -1.7475 -2.9126 0.1342
H: -0.9128 -5.1159 -0.2397
H: -1.5359 -4.4046 -1.7124
H: 0.4628 -3.3329 -2.2595
H: 1.0689 -4.7861 -1.4806
H: 2.8350 -3.6647 1.5426
H: 2.2901 -4.9575 0.4986
H: 1.2829 -5.0049 2.8337
H: 0.0856 -5.0172 1.5461
H: -2.1206 -2.5963 3.3415
H: -1.6976 -4.2735 3.6242
H: -3.3789 -3.7159 1.6753
H: -2.1522 -4.9176 1.3618
C: 4.8810 0.6447 -5.6171
C: 3.7325 0.2833 -4.7200
C: 3.7557 0.5482 -3.3623
C: 2.6932 0.2334 -2.5177
C: 2.9210 0.5339 -1.0615
C: 1.5403 -0.3350 -3.0623
As: -0.2042 -0.7577 -2.2534
N: -0.4537 -0.1853 -0.4246
C: -1.6473 0.4747 -0.0351
C: -2.1812 0.0839 1.1981
C: -3.3005 0.7081 1.7334
C: -3.9258 1.7126 1.0163
C: -3.3880 2.1235 -0.1954
C: -2.2493 1.5301 -0.7139
C: -1.3733 0.3493 -3.3439
C: -0.9990 1.5907 -3.8800
C: 0.2351 2.3536 -3.4744
C: -1.8412 2.1909 -4.8114
C: -3.0337 1.6091 -5.2178
C: -3.9103 2.2634 -6.2456
C: -3.3995 0.3971 -4.6416
C: -2.5936 -0.2434 -3.7135
C: -3.0746 -1.5460 -3.1277
C: 1.5249 -0.6980 -4.4285
C: 0.3900 -1.4252 -5.1167
C: 2.6151 -0.3731 -5.2222
H: 5.6527 1.1889 -5.0759
H: 4.5430 1.2662 -6.4469
H: 5.3332 -0.2506 -6.0460
H: 4.6366 1.0105 -2.9286
H: 3.8798 0.1062 -0.7596
H: 2.1664 0.1073 -0.4057
H: 2.9755 1.6058 -0.8788
H: -1.7733 -0.7624 1.8095
H: -3.6936 0.4081 2.6932
H: -4.8199 2.1786 1.4065
H: -3.8546 2.9307 -0.7451
H: -1.8250 1.8998 -1.6321
H: 0.5428 2.1297 -2.4541
H: 0.0404 3.4241 -3.5399
H: 1.0799 2.1293 -4.1292
H: -1.5572 3.1536 -5.2221
H: -3.6115 3.2942 -6.4261
H: -4.9545 2.2546 -5.9333
H: -3.8502 1.7258 -7.1936
H: -4.3407 -0.0606 -4.9248
H: -4.0674 -1.7855 -3.5048
H: -3.1371 -1.4955 -2.0386
H: -2.4119 -2.3757 -3.3884
H: -0.1624 -2.0966 -4.4542
H: 0.7950 -2.0351 -5.9231
H: -0.3332 -0.7331 -5.5502
H: 2.5894 -0.6480 -6.2714

Summary:
maximum force = 0.7 eV/A
DFT total energy = -151603.8304 eV
highest occupied orbital energy = -12.34 eV
energy relative to the best compared isomer or geometry (same formula, charge and spin) = 0.000 eV
E_LUMO = -6.12 eV
net charge = +2

Atom charges from the Mulliken analysis, given in e for atoms 1 to 8: atom 1 (W): -0.67, atom 2 (C): -1.97, atom 3 (C): 1.70, atom 4 (C): -1.61, atom 5 (C): 0.82, atom 6 (C): -0.17, atom 7 (C): -1.60, atom 8 (C): -0.73

No. 4
The following is a quantum chemistry calculation of a structure of composition C20H33NO3, from the Open Molecules 2025 dataset.

Element x y z (Å)
C: -5.1739 -2.5449 0.3038
H: -4.0369 -2.7256 0.5007
H: -5.4077 -3.3169 -0.3745
H: -5.7735 -2.4865 1.0911
C: -5.3410 -1.4644 -0.7854
N: -5.2714 -0.1619 0.2011
C: -4.0380 -0.0115 0.9788
H: -4.0794 1.0075 1.3428
C: -2.7480 0.3104 -0.1750
O: -1.4746 -0.2096 0.5475
C: -1.0841 0.8385 1.6224
C: -0.4217 2.0093 1.0161
H: 0.1086 2.2632 1.8729
H: -0.9707 2.6514 0.5960
O: 0.7230 1.5775 0.0874
C: 1.8035 1.1166 0.8786
O: 2.1067 0.9469 1.9930
C: 2.8445 0.6210 -0.2112
C: 2.9623 -0.7379 -0.2146
C: 3.9736 -1.5650 0.1334
C: 3.8758 -2.9955 0.0318
C: 2.5780 -3.5328 0.2303
C: 1.5413 -2.7586 -0.0271
C: 1.5644 -1.4473 -0.0237
H: 0.7118 -0.7632 -0.5567
H: 0.6638 -3.3304 -0.1249
H: 2.6468 -4.8876 0.1611
H: 4.8647 -3.4059 0.2150
H: 4.8958 -1.1850 0.1742
C: 2.4731 1.0089 -1.6477
C: 3.4278 0.6850 -2.8389
H: 2.9658 0.7285 -3.9024
H: 3.6380 -0.4519 -2.6651
H: 4.3415 0.9763 -2.7477
H: 1.4336 0.5258 -1.9039
H: 2.3508 2.3308 -1.7515
C: 4.2657 1.2961 -0.0796
C: 4.2418 2.8346 0.3119
H: 5.1754 3.2331 0.4369
H: 3.9977 3.3115 -0.8737
H: 3.5305 3.1446 0.8290
H: 4.3271 1.0443 1.3508
H: 4.9190 0.8704 -0.5410
H: -0.3445 -0.1265 2.1525
H: -1.9243 0.9828 2.2333
H: -2.6249 -0.4191 -0.9726
H: -2.5033 1.2155 -0.3697
H: -3.6386 -0.9025 1.4868
C: -5.7907 1.1919 -0.5478
C: -5.4516 1.5898 -1.7828
H: -4.2378 1.8222 -1.8654
H: -5.8525 2.4418 -2.2120
H: -5.2903 0.7897 -2.6557
H: -6.8279 0.8223 -0.4129
H: -5.5591 1.8601 0.3716
H: -6.3344 -1.1640 -0.8407
H: -4.6841 -1.4080 -1.5471

Summary:
maximum force = 17.8 eV/A
DFT total energy = -28889.6548 eV
highest occupied orbital energy = -8.03 eV
energy relative to the best compared isomer or geometry (same formula, charge and spin) = 18.652 eV
E_LUMO = 0.67 eV

Atom charges from the natural (NBO) analysis, given in e for atoms 1 to 8: atom 1 (C): -0.61, atom 2 (H): 0.20, atom 3 (H): 0.21, atom 4 (H): 0.22, atom 5 (C): -0.23, atom 6 (N): -0.46, atom 7 (C): -0.25, atom 8 (H): 0.20

No. 5
The following is a quantum chemistry calculation of the molecule C5H7N, from the Open Molecules 2025 dataset.

Element x y z (Å)
C: 2.9002 -0.4299 0.2712
C: 1.8633 0.1780 0.2144
C: 0.5505 0.8367 0.1777
N: -0.4673 -0.1372 0.5371
C: -1.0708 -0.8863 -0.5425
C: -1.8456 0.1425 0.2016
H: 3.8113 -0.9828 0.3365
H: 0.5235 1.6501 0.9123
H: 0.3878 1.2937 -0.8164
H: -1.2180 -1.9477 -0.3617
H: -0.7813 -0.6326 -1.5645
H: -2.5603 -0.1433 0.9697
H: -2.0933 1.0587 -0.3353

Summary:
maximum force = 0.5 eV/A
DFT total energy = -6785.2100 eV
highest occupied orbital energy = -9.41 eV
energy relative to the best compared isomer or geometry (same formula, charge and spin) = 3.303 eV
E_LUMO = 1.15 eV

Atom charges from the natural (NBO) analysis, given in e for atoms 1 to 8: atom 1 (C): -0.23, atom 2 (C): -0.01, atom 3 (C): -0.30, atom 4 (N): -0.39, atom 5 (C): -0.26, atom 6 (C): -0.26, atom 7 (H): 0.24, atom 8 (H): 0.23

Q: Which value of DFT total energy does entry 5 give?
A: -6785.2100 eV

Q: What is the DFT total energy in the first record?
A: -16162.7147 eV

Q: Among the records above, which one has the highest DFT total energy?
A: C5H7N

Q: maximum force of number 2 (C13H21AsCoFSe4)?
A: 0.7 eV/A